Formula: C36H96N4O14
Source: OMol25
Level of theory: the ωB97M-V functional and the def2-TZVPD basis

* orbital gap: 7.761 eV
* HOMO energy: -0.29423 Eh
* E_LUMO: -0.25 eV
* strongest force on any atom: 2.178 eV/Å

XYZ file:
```
150
Properties=species:S:1:pos:R:3:forces:R:3
O 3.764568 -2.779506 -4.743648 0.0 0.1 -0.4
C 1.501857 8.647043 2.392495 -1.8 -0.4 -1.2
C 2.986404 6.738543 1.795620 -0.6 -0.2 -0.1
C -0.601810 -6.223282 -1.157370 1.0 -0.3 0.5
C 0.267592 1.761305 -2.394281 0.0 1.1 0.1
C 1.036404 -1.321025 -0.155618 -0.8 1.0 1.4
H -3.282581 -0.587980 -0.674781 0.1 0.5 -0.3
H -0.518883 -8.258476 4.173643 -0.2 -0.2 0.0
H 0.274559 9.653912 4.396903 0.0 0.1 0.2
C -7.316447 0.136687 1.116014 0.4 -1.0 0.4
H 5.126237 -5.837656 -2.686057 0.0 0.1 0.0
C -5.789436 0.346414 1.159856 -0.3 0.0 0.0
H 1.196646 7.298948 0.651440 -0.2 0.0 0.2
N 1.672993 6.656244 3.815973 0.5 1.0 1.5
H 1.039436 4.223100 -6.118259 0.0 0.0 0.1
O 2.140376 -0.332585 -3.519034 -0.4 0.4 -0.2
N -5.298480 1.154240 0.046460 1.5 -0.1 0.0
H 0.259014 1.721630 -3.485928 0.3 0.1 0.0
H 1.963258 -1.670023 0.301554 0.6 0.4 -0.7
H -1.107892 8.172563 2.577396 -0.1 0.1 0.2
H 3.891857 1.862833 -6.294082 -0.1 -0.1 -0.1
H 4.573820 -1.150576 0.036014 0.1 0.3 -0.5
H -4.165242 -1.013745 1.679803 0.1 0.2 -0.1
C -0.456717 -1.181673 -2.177433 -0.4 -1.2 -0.4
H -7.504543 -0.653983 0.386366 -0.4 0.4 -0.3
H -4.670831 2.549039 -2.247577 -0.1 -0.2 -0.6
C -4.985966 0.647404 -1.274197 -1.3 -1.1 -0.8
H -5.290996 3.023182 0.386182 0.0 -0.1 -0.1
H 0.385651 5.378606 4.447394 0.0 0.0 0.1
H 3.033983 4.275759 4.185793 0.1 -0.1 -0.1
H 1.395011 -7.847182 0.098652 0.1 -0.3 0.0
H 1.976408 -7.735698 2.698697 0.1 -0.1 0.5
H -0.676184 6.489721 2.610139 0.2 -0.1 0.0
H -1.928167 -7.977782 3.109761 0.0 0.1 0.1
N 1.886285 -0.174759 -2.144029 0.2 -0.9 0.6
H -0.960508 -5.728149 4.049789 0.7 -0.3 0.1
H 0.689665 9.236041 1.948293 0.0 0.2 0.3
C -0.854735 -8.157442 3.144438 0.4 0.0 -0.9
C -4.267764 -0.693565 -1.150191 0.9 -0.5 1.0
H 0.332895 8.409972 5.646549 -0.1 -0.3 -0.2
H -1.227911 -4.381098 0.626528 0.1 -0.2 -0.7
C -0.691152 -5.691844 2.989644 -1.0 0.9 0.1
C -6.261645 0.296008 -2.128394 -0.2 0.8 0.2
C -4.933783 -1.700680 -0.202894 -0.6 0.0 0.0
H 0.896857 4.110627 2.820598 0.3 0.0 0.3
H 0.238443 2.812780 -2.088455 0.0 0.1 -0.4
H -2.403335 -4.389280 2.718260 0.2 0.2 -0.3
H -3.304523 1.997089 -1.399096 0.2 -0.4 0.0
H 3.348477 -0.674463 4.069252 -0.1 0.1 0.0
O 4.211145 -2.252565 1.494914 -0.2 -0.4 0.4
H 5.905920 3.769941 -3.062071 0.0 -0.1 0.0
H 0.344844 -2.038619 0.306010 -0.4 -0.1 -0.7
H -0.531740 -1.022451 -3.255525 0.2 0.4 0.0
H -5.754776 -1.715991 1.771925 0.0 0.1 0.1
H -2.787610 -6.044126 2.547315 0.2 -0.2 0.1
H -0.160417 -7.101416 -1.634852 -0.6 -0.1 -0.3
C 0.821321 8.769566 4.741905 -0.3 0.4 -0.1
C 3.492526 5.042351 3.559177 -0.5 -0.2 0.3
H 5.524099 2.384131 -3.598189 0.2 -0.3 0.4
H -1.130623 -0.503843 -1.669502 0.2 0.2 0.1
O -5.914951 2.417126 -0.030866 -0.5 0.0 0.1
O 3.098582 1.516252 -5.865483 -0.2 0.3 -0.4
C 0.639926 0.046837 0.412071 -0.4 0.7 -0.3
H -1.391888 -5.757330 -1.739513 0.1 -0.1 -0.2
H -2.876500 -7.459373 -0.662742 0.0 0.0 0.0
C 1.415419 4.821674 2.175215 0.4 -0.3 -0.9
H -0.427302 0.184098 0.210722 0.0 0.1 0.0
H 3.652553 1.665260 -1.568842 0.1 0.2 0.0
H 2.615775 8.333796 0.547386 -0.5 0.4 -0.2
H -1.633421 -8.646579 -0.201493 0.1 0.2 -0.3
H -7.006457 1.093691 -2.059562 0.0 0.0 0.3
C -0.043833 -6.993587 2.518279 -0.3 0.8 1.0
H 0.634311 5.256260 1.550581 0.1 0.4 0.1
O 3.449685 -0.139896 3.273796 0.0 -0.4 -0.2
H 3.544782 -2.561593 -3.835393 0.1 0.1 0.1
H -7.929818 1.018135 0.955697 0.2 0.1 -0.2
C -1.106909 -6.577573 0.250847 -0.6 0.1 -0.8
H -4.549008 1.750032 2.256226 0.2 -0.3 -0.1
H -2.821163 -5.212884 0.416382 0.3 0.1 -0.9
H 1.375511 -6.833470 4.194094 -0.2 -0.8 0.1
C -4.117505 1.634547 -2.038191 0.2 0.3 0.9
C 2.787686 2.094018 -2.066622 -0.9 -0.8 -1.0
H -2.653285 -7.999137 1.006254 -0.1 0.4 0.1
H 2.458473 1.014764 0.241128 0.3 0.3 -0.5
H 4.137745 4.556940 2.826981 0.0 0.0 0.0
O 4.736605 -5.054852 -3.092540 -0.1 -0.2 0.1
H -6.166558 1.719168 2.799638 -0.1 -0.5 0.6
H 3.748700 -3.056134 1.223630 0.1 0.1 -0.1
H 3.125557 -3.451446 -5.000513 0.1 0.0 0.0
H -5.911980 -2.072439 -0.518871 0.1 0.1 -0.4
N 0.081012 -6.927939 1.054766 -0.3 0.3 0.5
H 0.015179 -4.869366 2.844484 0.0 0.0 0.0
C 0.833566 7.821505 3.534908 0.9 0.2 -0.5
H 1.162292 2.192726 0.102601 -0.2 -0.1 0.3
H 0.597119 2.836064 -5.642742 -0.1 0.2 0.1
H 1.257676 -0.240867 -6.255373 0.0 0.1 0.1
O 4.985213 0.387807 -4.099750 -0.2 0.4 -0.6
H 1.820272 9.101954 5.022808 0.1 -0.2 -0.2
H -0.688135 -9.076968 2.580668 0.2 -0.1 0.2
H 4.771766 -0.529825 -3.910796 0.1 0.0 0.1
H -4.980029 0.314075 3.157724 -0.5 0.2 0.5
O 6.037373 2.828259 -2.907108 -0.1 0.4 -0.2
C 1.551157 1.221158 -1.760944 0.5 -1.0 1.4
H 1.359499 -0.032610 -4.028032 0.2 -0.1 0.1
H 2.491973 2.280289 -5.803206 0.4 -0.1 0.2
H 3.353432 6.075656 1.009095 0.2 0.1 -0.1
H -6.100798 0.193759 -3.204296 0.5 -0.1 0.1
H -7.605458 -0.328489 2.064019 -0.1 0.2 0.1
H 1.859551 -5.982692 2.838138 -0.1 -0.1 -0.5
C 1.985753 7.765505 1.237580 2.0 0.0 0.6
H 3.856508 -4.990355 -2.706264 0.1 0.0 0.0
C 1.476350 1.192491 -0.200998 -0.4 -0.8 -0.1
H 3.836509 -0.775759 -1.278427 0.1 0.3 0.1
H -3.691349 1.118702 -2.896475 -0.1 0.4 -0.3
C -2.131442 -7.719946 0.087666 0.1 -0.4 0.5
O 1.077175 5.916613 4.867421 0.2 -0.3 -0.4
H 4.350225 -2.357506 2.445172 0.3 -0.2 -0.2
O 0.419807 -0.182505 -5.770379 0.1 0.0 -0.2
H 0.121904 -1.095894 -5.685292 0.0 0.1 -0.1
H 2.603864 3.131605 -1.795174 0.1 0.0 0.1
C -5.126799 -1.064240 1.159816 0.1 0.6 0.1
H 4.232105 0.701592 -4.640223 0.2 -0.4 0.5
H 3.513369 -0.776378 2.537907 -0.2 0.6 0.2
C -1.795818 -5.301757 0.780233 -0.4 0.2 2.0
C 2.378739 5.835467 2.853436 -1.0 -0.6 0.1
H -4.323405 -2.588224 -0.019168 0.1 0.0 -0.4
H 2.932048 2.008267 -3.145787 0.3 0.4 0.0
C 1.372685 -6.925497 3.107065 0.3 0.2 -0.4
H 2.196833 9.413938 2.726948 0.5 -0.5 0.2
C 1.559303 -2.632370 -2.110464 0.7 -0.4 -0.3
C 0.988564 -1.279254 -1.680523 0.4 -0.2 0.4
H 3.835701 7.258258 2.243371 0.0 0.1 -0.1
H 2.383439 -2.964580 -1.471251 0.0 0.3 0.2
O 1.172131 3.580417 -5.410185 -0.1 -0.3 -0.3
H 4.090261 5.653199 4.234818 0.0 0.3 -0.2
H -0.868210 -2.190891 -2.065209 -0.2 0.1 0.2
C -5.367818 1.056516 2.465391 0.1 0.6 -0.8
H 0.827505 -3.438484 -2.059400 -0.2 0.2 -0.1
O 4.693343 -0.708762 -0.822865 -0.2 -0.3 0.2
H -1.156565 7.265705 4.116228 -0.2 0.0 -0.1
O 0.632837 -8.167999 0.593927 -0.1 0.4 -0.1
C -0.612814 7.412330 3.183238 0.0 0.1 0.0
C -2.000333 -5.317819 2.310174 0.0 -1.0 -0.4
H 0.744881 0.098131 1.497850 0.1 -0.2 0.0
H -6.705170 -0.630721 -1.773799 -0.1 0.0 0.0
H -0.706939 1.387343 -2.092355 0.3 -0.5 0.4
H 1.989299 -2.605012 -3.104381 -0.5 0.1 -0.2
H 0.268475 -5.567442 -1.051520 -0.3 0.4 0.0
H 2.031916 4.243721 1.478230 -0.1 -0.3 0.1
H -4.072113 -1.053427 -2.160885 -0.2 -0.3 0.0
```
Positions in Å, forces in eV/Å.